(1)
CH7N5 | ωB97M-V/def2-TZVPD

Geometry as XYZ:
```
13
CH7N5 ωB97M-V/def2-TZVPD
C 0.06 -0.79 -0.23
N 0.12 -0.67 1.13
N -0.32 0.31 -0.96
N 0.26 -1.88 -0.93
N 0.38 0.31 1.85
N -0.43 1.52 -0.26
H -1.02 0.26 -1.73
H 0.58 -2.82 -0.64
H 0.10 -1.80 -1.97
H 0.06 0.26 2.87
H 1.13 0.95 1.74
H 0.33 2.14 -0.45
H -1.25 2.21 -0.41
```

Summary:
Strongest force on any atom   2.8 eV/Å
Total charge   +2
Highest occupied orbital energy (spin up / spin down)   -20.045 / -20.044 eV
Kohn-Sham gap (spin up / spin down)   7.67 / 7.67 eV
ΔE to the lowest compared entry with this formula, charge and spin   0.0 kJ/mol

=====

(2)
C10H16 | ωB97M-V/def2-TZVPD

Geometry as XYZ:
```
26
C10H16 ωB97M-V/def2-TZVPD
C 0.22 0.65 3.75
C 0.09 -0.30 2.58
C 1.17 -0.56 1.76
C 1.07 -1.41 0.65
C -0.16 -1.99 0.37
C -1.23 -1.75 1.20
C -1.15 -0.90 2.30
H 0.58 1.62 3.42
H 0.92 0.27 4.49
H -0.73 0.77 4.27
H 2.09 -0.03 1.98
H 1.95 -1.52 0.03
H -0.26 -2.61 -0.51
H -2.16 -2.28 1.05
H -2.01 -0.69 2.91
C 0.41 -0.08 -3.31
C -0.59 1.05 -3.06
C -0.05 2.02 -2.00
H 0.50 -0.67 -2.40
H 0.07 -0.78 -4.08
H 1.39 0.30 -3.57
H -0.80 1.61 -3.97
H -1.52 0.60 -2.72
H -0.84 2.62 -1.57
H 0.32 1.44 -1.14
H 0.74 2.62 -2.43
```

Summary:
Strongest force on any atom   0.9 eV/Å
SMILES   Cc1ccccc1.CCC
Highest occupied orbital energy   -9.098 eV
Kohn-Sham gap   10.11 eV
ΔE to the lowest compared entry with this formula, charge and spin   18.3 kJ/mol

=====

(3)
C2H6N2O | ωB97M-V/def2-TZVPD

Geometry as XYZ:
```
11
C2H6N2O ωB97M-V/def2-TZVPD
N -0.64 1.02 1.42
C 0.42 0.93 2.32
O 1.00 -0.22 2.41
H -0.65 0.24 0.81
H -1.37 1.72 1.43
H 0.63 1.84 2.98
C -0.24 -1.13 -2.48
N 0.37 -0.98 -1.37
H -1.22 -0.82 -2.65
H 0.42 -1.24 -3.52
H 1.27 -1.37 -1.35
```

Summary:
Strongest force on any atom   5.3 eV/Å
SMILES   NC=O.C=N
Highest occupied orbital energy   -9.656 eV
Kohn-Sham gap   10.67 eV
ΔE to the lowest compared entry with this formula, charge and spin   233.6 kJ/mol